Entry 1:
{"formula": "C5H17NO2", "method": "ωB97M-V/def2-TZVPD", "homo_ev": -8.7611, "smiles": "CCCNCC.O.O", "gap_ev": 9.3, "energy_ha": -405.913751, "e_lumo_ev": 0.54, "species": ["C", "C", "C", "N", "C", "C", "H", "H", "H", "H", "H", "H", "H", "H", "H", "H", "H", "H", "H", "H", "H", "O", "H", "H", "O"], "xyz": [[0.563, 0.133, -2.238], [-0.857, -0.215, -2.719], [0.537, 1.210, -1.156], [0.434, 0.611, 0.171], [-0.173, 1.433, 1.191], [-0.987, 0.581, 2.150], [1.262, 0.315, -3.052], [0.932, -0.810, -1.809], [-1.435, 0.700, -2.895], [-0.934, -0.742, -3.669], [-1.405, -0.767, -1.956], [1.430, 1.832, -1.194], [-0.346, 1.837, -1.344], [-0.045, -0.280, 0.121], [-0.740, 2.318, 0.872], [0.601, 1.910, 1.812], [-1.422, 1.106, 2.998], [-0.460, -0.307, 2.494], [-1.915, 0.191, 1.707], [2.175, -0.610, 1.321], [2.132, -1.030, 2.785], [2.657, -1.127, 1.986], [-0.460, -2.988, 1.515], [-0.775, -2.929, 0.055], [-0.770, -2.373, 0.855]], "forces_ev_per_angstrom": [[-0.31, -1.24, 0.11], [-0.34, 0.82, -0.26], [-0.03, -0.17, -0.05], [-0.02, -0.20, -0.30], [0.40, 0.41, 1.66], [-1.44, -0.34, -0.15], [-0.22, 0.49, -0.12], [0.30, 0.27, 0.18], [0.08, 0.03, 0.09], [0.38, -0.34, 0.12], [0.03, -0.10, -0.01], [0.02, 0.13, -0.05], [0.20, 0.23, -0.02], [-0.14, 0.05, -0.01], [-0.30, -0.42, -0.65], [0.24, -0.12, -0.19], [0.64, 0.38, 0.25], [0.28, 0.13, 0.10], [0.36, -0.06, -0.49], [-0.07, 0.04, -0.01], [0.02, 0.03, 0.02], [-0.09, 0.03, -0.11], [0.24, -0.13, 0.54], [-0.07, 0.44, 0.30], [-0.15, -0.35, -0.94]]}

Entry 2:
{"formula": "C2H5NO", "method": "ωB97M-V/def2-TZVPD", "homo_ev": -9.9276, "smiles": "C=N.C=O", "gap_ev": 11.1, "energy_ha": -209.136536, "e_lumo_ev": 1.13, "species": ["C", "N", "H", "H", "H", "O", "C", "H", "H"], "xyz": [[-1.282, 0.695, -0.366], [-1.249, -0.529, -0.694], [-0.363, 1.147, -0.008], [-2.168, 1.331, -0.406], [-2.163, -0.823, -1.046], [2.073, 0.664, 0.876], [1.805, -0.485, 0.633], [2.533, -1.125, 0.114], [0.814, -0.875, 0.896]], "forces_ev_per_angstrom": [[0.18, -0.27, 0.03], [-0.23, 0.29, -0.14], [0.04, 0.16, 0.12], [-0.03, -0.03, -0.10], [0.06, -0.10, 0.12], [0.08, -0.06, -0.03], [-0.05, 0.66, 0.05], [-0.07, -0.25, 0.02], [0.03, -0.40, -0.06]]}

Entry 3:
{"formula": "C8H20ClN3O", "method": "ωB97M-V/def2-TZVPD", "homo_ev": -6.8003, "gap_ev": 6.6, "energy_ha": -1016.427846, "e_lumo_ev": -0.19, "species": ["C", "N", "C", "N", "N", "C", "C", "C", "C", "C", "O", "C", "H", "H", "H", "H", "H", "H", "H", "H", "H", "H", "H", "H", "H", "H", "H", "H", "H", "H", "H", "H", "Cl"], "xyz": [[2.542, -2.510, 0.164], [1.882, -1.290, -0.323], [2.548, -0.200, -0.609], [3.955, -0.242, -0.438], [1.994, 0.936, -1.098], [0.609, 1.220, -0.613], [0.434, 1.166, 0.935], [-1.112, 1.243, 1.223], [-1.729, -0.174, 1.533], [-2.981, -0.398, 0.658], [-2.513, -0.684, -0.665], [-3.447, -0.348, -1.678], [1.768, -3.161, 0.592], [3.322, -2.316, 0.910], [2.977, -3.032, -0.710], [0.876, -1.310, -0.459], [4.357, 0.678, -0.610], [4.289, -0.813, -1.223], [2.573, 1.708, -0.749], [0.350, 2.235, -0.933], [-0.139, 0.532, -1.064], [0.877, 2.014, 1.459], [0.776, 0.207, 1.386], [-1.362, 1.993, 1.984], [-1.595, 1.582, 0.288], [-2.038, -0.175, 2.594], [-1.029, -0.987, 1.275], [-3.574, -1.281, 0.994], [-3.677, 0.464, 0.683], [-2.865, 0.000, -2.555], [-4.148, 0.458, -1.394], [-4.038, -1.223, -2.023], [0.118, 3.710, 0.466]], "forces_ev_per_angstrom": [[-0.30, -0.54, -0.58], [0.32, -0.24, 0.08], [0.93, 0.80, -0.47], [-0.89, -0.13, -1.12], [-0.11, -0.62, 2.39], [-0.88, -0.89, 0.20], [-0.98, -1.08, 0.47], [0.13, -1.15, -0.84], [-0.80, 1.12, -0.29], [0.07, -0.97, 0.46], [-0.56, 0.75, 0.11], [0.15, -0.10, -0.95], [0.32, 0.29, -0.11], [-0.36, 0.21, -0.30], [-0.05, 0.07, 0.56], [0.18, 0.25, 0.05], [-0.16, -0.07, 0.19], [0.33, -0.21, 0.61], [-0.14, 0.17, -0.77], [0.17, -0.42, 0.04], [0.66, 0.03, -0.03], [0.44, -0.56, -0.43], [0.06, 0.32, -0.38], [0.25, -0.37, -0.19], [0.22, 0.11, 0.52], [0.33, -0.51, -0.38], [-0.23, 0.22, 0.47], [0.31, 0.42, 0.03], [0.51, -0.14, -0.15], [-0.31, -0.11, 0.42], [0.38, -0.30, 0.08], [0.20, 0.29, 0.39], [-0.18, 3.33, -0.10]]}

Entry 4:
{"formula": "C2H2BaF3NO4S", "method": "ωB97M-V/def2-TZVPD", "homo_ev": [-3.7849, -3.7675], "multiplicity": 2, "gap_ev": [6.0, 4.2], "energy_ha": -1156.425567, "e_lumo_ev": [2.25, 0.48], "total_charge": -1, "species": ["O", "C", "O", "Ba", "H", "N", "S", "O", "O", "C", "F", "F", "F", "H"], "xyz": [[1.036, 2.871, 1.756], [-0.117, 3.425, 2.096], [-1.200, 2.918, 1.525], [-0.008, 1.119, 0.286], [-0.227, 3.466, 3.245], [1.305, -0.637, -1.106], [0.589, -1.875, -0.635], [1.313, -3.051, -0.090], [-0.594, -1.462, 0.275], [-0.337, -2.682, -2.048], [0.531, -3.093, -2.976], [-1.173, -1.818, -2.622], [-1.044, -3.740, -1.651], [-0.073, 4.559, 1.947]], "forces_ev_per_angstrom": [[0.64, 1.03, 0.94], [-0.11, -0.70, -0.40], [-0.85, 1.36, 0.93], [0.32, -2.26, -1.35], [0.06, -0.08, -0.34], [-0.38, -1.14, -0.01], [0.86, 1.37, 1.16], [-0.94, 1.09, -0.60], [0.42, -0.74, -0.44], [0.81, 0.44, 1.11], [0.07, -0.19, -0.43], [-0.55, 0.29, -0.47], [-0.38, -0.39, -0.07], [0.02, -0.08, -0.02]]}

Entry 5:
{"formula": "C2HClF2S", "method": "ωB97M-V/def2-TZVPD", "homo_ev": [-8.3484, -8.3909], "gap_ev": [7.7, 7.6], "energy_ha": -1134.775828, "e_lumo_ev": [-0.67, -0.81], "species": ["C", "C", "F", "F", "S", "Cl", "H"], "xyz": [[-1.208, 0.384, 0.453], [1.082, -0.217, -0.314], [1.042, -0.976, -1.365], [1.441, -0.986, 0.705], [-1.613, 1.931, 0.639], [-2.178, -1.020, 0.217], [1.434, 0.884, -0.335]], "forces_ev_per_angstrom": [[1.37, 0.56, -1.34], [-2.17, 1.45, 2.10], [0.03, 0.49, -0.91], [0.46, 0.68, 0.04], [0.29, -1.51, 0.06], [0.22, 0.48, 0.30], [-0.20, -2.15, -0.25]]}

Entry 6:
{"formula": "C10H30O10", "method": "ωB97M-V/def2-TZVPD", "homo_ev": -9.4816, "smiles": "OCCO.OCCO.OCCO.OCCO.OCCO", "gap_ev": 9.7, "energy_ha": -1151.079897, "e_lumo_ev": 0.25, "species": ["C", "C", "O", "O", "H", "H", "H", "H", "H", "H", "C", "C", "O", "O", "H", "H", "H", "H", "H", "H", "C", "C", "O", "O", "H", "H", "H", "H", "H", "H", "C", "C", "O", "O", "H", "H", "H", "H", "H", "H", "C", "C", "O", "O", "H", "H", "H", "H", "H", "H"], "xyz": [[4.120, 1.006, 0.334], [3.360, 1.696, -0.798], [2.019, 1.631, -0.711], [5.487, 1.093, 0.589], [3.920, -0.111, 0.548], [3.706, 1.449, 1.293], [3.826, 1.268, -1.642], [3.875, 2.686, -0.620], [1.698, 1.878, -1.509], [5.863, 1.770, 1.049], [0.944, -1.546, -1.949], [-0.017, -0.960, -0.850], [0.672, -0.927, 0.341], [0.233, -1.437, -3.224], [1.275, -2.531, -1.724], [1.842, -0.738, -2.016], [-0.823, -1.675, -0.800], [-0.529, -0.007, -1.223], [1.056, -0.131, 0.454], [0.739, -1.460, -4.041], [-1.245, -2.421, 2.573], [-1.860, -3.591, 3.279], [-1.013, -4.730, 3.388], [-2.238, -1.419, 2.518], [-1.037, -2.420, 1.476], [-0.261, -1.951, 3.042], [-2.624, -3.956, 2.855], [-2.224, -3.490, 4.301], [-0.390, -4.605, 4.203], [-1.842, -0.526, 2.296], [-2.522, 0.697, -3.878], [-2.561, -0.298, -5.106], [-2.538, 0.395, -6.318], [-2.339, 0.059, -2.719], [-3.336, 1.121, -3.828], [-1.630, 1.411, -3.994], [-3.434, -0.819, -5.048], [-1.559, -0.970, -5.064], [-2.993, 1.185, -6.227], [-1.647, -0.598, -2.842], [0.064, 2.149, 2.596], [-0.766, 2.796, 3.616], [-1.481, 1.750, 4.352], [0.538, 3.071, 1.642], [-0.437, 1.338, 2.087], [0.996, 1.680, 3.300], [-1.718, 3.363, 3.044], [-0.383, 3.383, 4.404], [-1.921, 1.962, 5.275], [1.139, 2.486, 1.252]], "forces_ev_per_angstrom": [[-2.27, -1.76, 5.33], [5.51, 1.02, 1.45], [-0.04, -1.32, 4.08], [0.20, -3.29, -3.95], [-0.11, 1.46, -1.22], [-0.52, -0.30, -0.85], [-0.15, -0.32, -1.86], [-1.26, 0.02, -0.93], [-2.02, 1.21, -3.74], [0.60, 3.29, 1.84], [0.76, 4.64, -1.34], [-0.16, -0.31, -2.68], [-1.97, -3.76, 0.60], [-0.62, -0.32, 0.97], [0.29, -0.77, 0.12], [-1.57, -2.24, 0.34], [-0.49, -0.30, 0.49], [1.15, -0.90, 0.77], [2.16, 4.20, 0.40], [0.54, -0.16, 0.50], [1.91, 2.83, -0.83], [5.40, 0.77, 3.76], [2.68, -0.14, 1.94], [-0.72, 2.53, 0.63], [0.63, -1.92, 0.83], [-1.80, -1.43, -0.42], [-5.86, -2.18, -4.04], [0.08, 1.53, 0.12], [-1.73, -0.28, -2.43], [-0.61, -1.77, 0.50], [9.37, -3.34, -3.42], [4.51, 1.34, 1.18], [1.59, -1.90, -1.09], [-0.03, -1.97, 2.84], [-8.26, 4.93, 0.28], [-1.31, -0.38, -0.58], [-2.22, -2.15, 0.38], [-2.58, 1.26, -0.07], [-1.38, 2.35, 0.20], [0.26, -0.15, 0.03], [3.08, -0.91, 2.58], [-6.53, 0.47, -0.07], [-0.76, -0.65, 1.86], [-1.09, 0.55, 1.37], [-0.39, -0.38, 0.22], [-2.04, 0.81, -2.16], [2.80, -0.73, 1.26], [1.31, 1.24, -0.04], [1.75, 0.12, -3.14], [1.91, -0.51, -2.05]]}

Entry 7:
{"formula": "C6H10O", "method": "ωB97M-V/def2-TZVPD", "homo_ev": -9.6439, "smiles": "C[C@H]1C[C@H]1CC=O", "gap_ev": 10.6, "energy_ha": -309.812705, "e_lumo_ev": 1.00, "species": ["C", "C", "C", "C", "C", "C", "O", "H", "H", "H", "H", "H", "H", "H", "H", "H", "H"], "xyz": [[1.542, -0.102, 1.172], [1.233, -0.583, -0.229], [0.014, -1.421, -0.471], [0.061, -0.009, -0.994], [-0.777, 1.115, -0.412], [-2.139, 0.746, 0.141], [-2.732, -0.286, -0.061], [2.201, -0.812, 1.685], [0.629, -0.005, 1.775], [2.039, 0.876, 1.164], [2.113, -0.809, -0.829], [0.061, -2.225, -1.200], [-0.631, -1.633, 0.377], [0.201, 0.060, -2.069], [-0.973, 1.874, -1.187], [-0.244, 1.661, 0.381], [-2.597, 1.552, 0.759]], "forces_ev_per_angstrom": [[-0.05, 0.01, 0.03], [0.14, 0.02, -0.01], [-0.01, -0.18, 0.05], [-0.07, 0.06, -0.14], [0.02, -0.08, 0.07], [-0.16, -0.19, -0.20], [0.27, 0.54, 0.14], [-0.12, 0.12, -0.07], [0.18, -0.05, -0.13], [-0.04, -0.14, 0.00], [-0.16, 0.02, 0.10], [-0.01, 0.15, 0.12], [0.13, 0.09, -0.13], [0.02, 0.00, 0.17], [0.00, -0.14, 0.18], [-0.12, -0.10, -0.13], [-0.02, -0.15, -0.05]]}